{"formula": "C16H21ClN2O5S", "method": "the ωB97M-V functional and the def2-TZVPD basis", "species": ["O", "C", "N", "C", "C", "C", "C", "C", "O", "C", "C", "C", "S", "O", "O", "N", "C", "C", "O", "C", "C", "C", "C", "C", "Cl", "H", "H", "H", "H", "H", "H", "H", "H", "H", "H", "H", "H", "H", "H", "H", "H", "H", "H", "H", "H", "H"], "coordinates": [[1.655714, -1.275284, -2.790330], [1.407106, -0.205228, -2.277985], [0.825970, 0.830342, -2.929908], [0.072180, 0.594289, -4.136115], [-1.419949, 0.372007, -3.786868], [-2.173550, -0.308445, -4.932864], [-1.907600, -1.794058, -4.663933], [-1.543670, -1.838358, -3.167478], [-1.555064, -0.500478, -2.687426], [1.720159, 0.098093, -0.840256], [0.685664, 0.525737, -0.013964], [0.913387, 0.725700, 1.331412], [-0.442389, 1.225598, 2.387505], [0.071767, 2.012108, 3.469128], [-1.469685, 1.791501, 1.557135], [-0.874394, -0.273892, 3.003094], [-1.786527, -1.033076, 2.168270], [-3.238025, -0.613146, 2.422200], [-3.561091, -0.708792, 3.793297], [-2.714477, 0.105373, 4.574572], [-1.250270, -0.305851, 4.404358], [2.164293, 0.517079, 1.883008], [3.204364, 0.097660, 1.074049], [2.978651, -0.121232, -0.281044], [4.278456, -0.631771, -1.277605], [0.560843, 1.637705, -2.385506], [0.489064, -0.304599, -4.593772], [0.177667, 1.440187, -4.818448], [-1.865204, 1.325542, -3.482956], [-3.237746, -0.088036, -4.851522], [-1.818440, 0.016386, -5.908045], [-1.076355, -2.156575, -5.266639], [-2.779927, -2.405803, -4.882818], [-2.271151, -2.395003, -2.571767], [-0.550575, -2.275941, -3.013734], [-0.304857, 0.690345, -0.412438], [-1.518571, -0.862640, 1.126315], [-1.653001, -2.092467, 2.410077], [-3.930389, -1.275464, 1.900184], [-3.373701, 0.419224, 2.071762], [-3.040275, -0.020285, 5.608399], [-2.822432, 1.159439, 4.276328], [-0.593865, 0.383600, 4.933134], [-1.097047, -1.325978, 4.769714], [2.306072, 0.698538, 2.936004], [4.190073, -0.065077, 1.479940]], "atomic_forces_ev_per_a": [[-0.02, -0.24, -0.03], [0.13, 0.27, 0.17], [-0.07, 0.37, -0.14], [-0.37, -0.19, 0.10], [0.16, 0.25, -0.38], [0.01, 0.13, 0.28], [0.06, 0.01, 0.11], [0.06, -0.56, 0.03], [-0.06, 0.18, 0.15], [0.07, -0.20, 0.21], [0.03, 0.05, -0.06], [-0.44, 0.23, 0.22], [0.39, -0.44, -0.18], [0.17, -0.18, 0.16], [0.07, -0.25, -0.13], [0.38, 0.89, -0.23], [-0.51, -0.12, -0.28], [0.11, -0.04, -0.28], [-0.06, -0.17, 0.08], [0.27, -0.01, 0.17], [-0.31, 0.29, 0.50], [0.03, 0.02, 0.03], [-0.09, 0.00, -0.10], [-0.39, 0.11, 0.06], [0.31, -0.06, -0.06], [0.13, -0.09, 0.03], [-0.01, 0.11, -0.08], [-0.01, -0.09, -0.04], [0.02, -0.06, -0.06], [0.01, 0.05, -0.05], [-0.03, 0.03, -0.09], [-0.01, -0.04, -0.02], [0.02, -0.03, -0.06], [0.05, 0.01, -0.06], [-0.15, 0.04, -0.01], [-0.09, -0.01, -0.13], [-0.09, -0.20, -0.11], [0.02, 0.08, -0.07], [0.07, 0.06, -0.05], [-0.06, -0.15, 0.02], [0.07, 0.10, -0.04], [-0.04, -0.05, 0.08], [-0.07, -0.14, 0.19], [0.02, 0.07, -0.04], [0.13, -0.01, 0.14], [0.09, 0.00, 0.03]], "mulliken_charge": [-0.63, 0.13, -0.16, -1.19, 0.35, -0.81, -0.64, -0.37, -0.33, 0.26, -0.41, -0.30, 1.40, -0.77, -0.65, 0.09, -0.55, -0.52, -0.42, -0.42, -0.78, -0.56, -0.83, 0.61, -0.21, 0.29, 0.42, 0.35, 0.38, 0.33, 0.33, 0.28, 0.34, 0.39, 0.21, 0.67, 0.20, 0.40, 0.39, 0.34, 0.36, 0.32, 0.43, 0.34, 0.52, 0.44], "e_tot_ha": -1966.3737, "relative_energy_kj_mol": 145.9, "smiles": "O=C(NC[C@H]1CCCO1)c1cc(S(=O)(=O)N2CCOCC2)ccc1Cl", "e_homo_ev": -9.0828}

---

{"formula": "C5H9NO", "method": "the ωB97M-V functional and the def2-TZVPD basis", "species": ["C", "C", "O", "C", "C", "N", "C", "H", "H", "H", "H", "H", "H", "H", "H", "H"], "coordinates": [[-1.063872, -0.101000, 1.512544], [0.238634, -0.816665, 1.209282], [0.842473, -1.367796, 2.106975], [0.820503, -0.898437, -0.178418], [-0.023518, -0.844333, -1.413079], [0.931789, 0.190338, -1.140503], [0.473141, 1.537025, -0.854785], [-0.838900, 0.895632, 1.909510], [-1.579495, -0.660019, 2.296996], [-1.725764, 0.014169, 0.652524], [1.686364, -1.557350, -0.172049], [0.205220, -1.509226, -2.242733], [-1.083619, -0.615715, -1.293565], [-0.517820, 1.611166, -0.382933], [1.204488, 2.033400, -0.209586], [0.430376, 2.088811, -1.800181]], "atomic_forces_ev_per_a": [[-0.08, 0.02, 0.00], [0.08, -0.03, 0.15], [-0.19, 0.16, -0.27], [0.11, -0.21, 0.17], [-0.21, -0.10, -0.17], [0.01, 0.11, -0.04], [-0.09, 0.25, 0.08], [0.01, -0.12, -0.07], [0.09, 0.07, -0.09], [0.12, -0.03, 0.11], [-0.11, 0.10, -0.01], [-0.02, 0.07, 0.14], [0.18, -0.01, 0.01], [0.16, -0.09, -0.08], [-0.10, -0.06, -0.08], [0.03, -0.11, 0.15]], "mulliken_charge": [-1.13, 0.63, -0.56, -0.14, -0.45, -0.22, -0.73, 0.27, 0.36, 0.31, 0.37, 0.23, 0.21, 0.26, 0.28, 0.29], "e_tot_ha": -325.8557, "relative_energy_kj_mol": 214.9, "smiles": "CC(=O)[C@H]1CN1C", "e_homo_ev": -9.3391}

---

{"formula": "C22H35ClNiO2P2", "method": "the ωB97M-V functional and the def2-TZVPD basis", "species": ["P", "P", "C", "C", "H", "H", "H", "H", "C", "H", "H", "H", "C", "H", "H", "H", "C", "H", "H", "H", "C", "H", "H", "H", "Ni", "C", "C", "C", "C", "C", "C", "C", "C", "C", "H", "H", "H", "H", "H", "H", "H", "H", "H", "H", "H", "H", "H", "H", "H", "Cl", "C", "C", "C", "C", "C", "C", "C", "O", "O", "H", "H", "H", "H"], "coordinates": [[0.590851, -2.185882, -3.860762], [3.232371, -3.995674, -1.503564], [2.163554, -3.096385, -3.968276], [2.339040, -4.334033, -3.047807], [2.924690, -2.311841, -3.766519], [2.107330, -3.390355, -5.030413], [1.372066, -4.824208, -2.789522], [2.939473, -5.031881, -3.655205], [4.994469, -4.426552, -1.976342], [5.675926, -4.139569, -1.165210], [5.304408, -3.884498, -2.881855], [5.110004, -5.506442, -2.158577], [2.860833, -5.288665, -0.300775], [3.475246, -6.174749, -0.478432], [1.807679, -5.561574, -0.374857], [3.063582, -4.914991, 0.703411], [1.039471, -0.765140, -4.820178], [0.295936, 0.040059, -4.707360], [1.073805, -1.160916, -5.849165], [2.028127, -0.425648, -4.458195], [-0.559196, -3.337206, -4.816497], [-1.026569, -4.053687, -4.162901], [0.080416, -3.790498, -5.579461], [-1.344309, -2.832981, -5.388860], [-0.645895, -2.985044, -2.480235], [3.830731, -2.358334, -0.340692], [4.812798, -1.547832, -0.932240], [4.830082, -0.733956, -2.127698], [4.207614, 0.670576, -1.847545], [2.744213, 0.696269, -2.185276], [1.721860, 0.066164, -1.627890], [1.630980, -1.206280, -0.912438], [2.597257, -1.540852, 0.189451], [-1.893253, -1.528769, -2.277405], [4.218793, -2.983020, 0.447244], [5.710378, -1.478032, -0.314388], [4.398559, -1.184612, -3.038274], [5.906349, -0.610463, -2.364543], [4.362998, 0.991396, -0.799083], [4.723010, 1.376336, -2.519520], [2.447288, 1.492837, -2.893433], [0.726841, 0.355002, -2.005787], [1.668371, -2.024416, -1.675552], [0.596194, -1.304975, -0.435586], [2.951634, -0.622238, 0.687131], [2.052521, -2.142434, 0.949504], [-2.377358, -1.808865, -1.324143], [-2.715210, -1.350234, -2.996401], [-1.414542, -0.532123, -2.125868], [-0.826949, 2.204471, 6.051616], [-0.859211, 1.619436, 4.452182], [-0.150367, 2.293351, 3.451882], [-0.177109, 1.800600, 2.143214], [-0.906734, 0.648937, 1.844299], [-1.594114, -0.054030, 2.854862], [-1.603965, 0.460498, 4.166309], [-0.823233, 0.096327, 0.430531], [-0.866115, 0.933605, -0.501525], [-0.676321, -1.189114, 0.404031], [0.445287, 3.157465, 3.699493], [0.343070, 2.312557, 1.336971], [-2.121751, -0.980315, 2.597416], [-2.136566, -0.053305, 4.967668]], "atomic_forces_ev_per_a": [[-0.33, -1.19, 0.96], [2.88, 0.31, 0.53], [0.22, 0.21, -0.63], [-0.76, 0.46, -0.92], [-0.13, -0.76, -0.43], [1.12, -0.18, 0.27], [0.45, 0.39, -0.22], [-0.07, -0.14, 0.72], [-0.33, 0.01, -0.02], [-0.24, -0.06, -0.17], [-0.19, -0.08, 0.26], [-0.21, 0.35, 0.00], [-0.43, -0.12, 0.09], [-0.11, 0.12, -0.07], [0.01, -0.01, 0.16], [-0.08, -0.05, -0.03], [-0.16, 0.36, -0.78], [0.33, -0.31, -0.18], [0.20, 0.73, -0.01], [-0.62, -0.07, -0.35], [1.30, 1.40, -1.88], [-0.30, -0.70, 0.26], [-0.15, -0.63, -0.01], [0.02, 0.17, 0.46], [-1.41, 0.44, 1.70], [-2.87, -0.18, 0.29], [1.86, -0.61, 0.39], [0.88, 0.80, -0.60], [0.07, -0.16, -0.72], [-0.10, 1.77, -0.01], [-1.03, -0.43, -1.79], [-0.32, -0.94, 0.82], [0.30, -0.87, 0.09], [-0.92, 0.64, 0.07], [0.39, -0.32, 0.31], [-0.04, 0.02, -0.18], [-0.20, 0.13, 0.47], [-0.48, 0.16, -0.03], [0.18, -0.23, -0.53], [-0.14, -0.10, 0.45], [0.32, -0.26, 0.46], [0.51, 0.05, 0.24], [-0.05, 0.57, 0.58], [0.99, 0.11, -0.91], [0.07, -0.43, -0.07], [0.43, 0.25, -0.29], [0.08, 0.33, -0.11], [0.23, -0.34, -0.05], [-0.27, -0.86, 0.11], [0.04, 0.39, 0.98], [-0.24, -0.69, -1.50], [-0.18, -0.67, -0.08], [-0.53, -0.06, 0.54], [0.06, -0.32, 0.32], [0.23, 0.81, 0.31], [0.41, -0.01, -0.65], [-0.40, -0.52, 0.15], [0.33, -1.09, 0.76], [-0.93, 1.70, 0.34], [-0.02, 0.15, 0.09], [-0.09, -0.09, 0.15], [0.28, 0.45, 0.14], [0.13, 0.20, -0.22]], "mulliken_spin": [0.04, 0.07, 0.04, 0.08, 0.00, -0.01, -0.02, 0.01, 0.01, 0.00, 0.00, 0.00, 0.01, 0.00, 0.00, 0.00, 0.01, 0.00, 0.00, 0.00, -0.01, 0.00, 0.00, 0.00, 0.74, 0.04, 0.59, 0.05, 0.10, -0.02, 0.02, -0.09, 0.15, 0.22, 0.00, -0.05, -0.01, 0.03, 0.00, 0.00, 0.00, 0.00, 0.02, 0.02, -0.01, 0.01, 0.00, 0.01, -0.03, 0.00, 0.00, 0.00, 0.00, 0.00, 0.00, 0.00, 0.00, 0.00, 0.00, 0.00, 0.00, 0.00, 0.00], "e_tot_ha": -3660.6441, "relative_energy_kj_mol": 602.1, "multiplicity": 3, "e_homo_ev": [-5.9361, -6.8758]}

---

{"formula": "C4H6O3S", "method": "the ωB97M-V functional and the def2-TZVPD basis", "species": ["C", "C", "C", "C", "O", "O", "O", "S", "H", "H", "H", "H", "H", "H"], "coordinates": [[-0.261049, -1.260324, -1.028951], [-0.723425, 0.908966, 0.633741], [-0.546906, -2.679979, -0.771800], [0.626573, 2.692502, 1.594230], [-1.880893, 0.953179, 0.926204], [1.520346, -1.389812, -2.863709], [0.402173, 1.465122, 0.705410], [0.815696, -0.492204, -1.953570], [-1.673326, -2.852380, -1.009868], [-0.001466, -3.212313, -1.480404], [-0.135033, -3.091758, 0.162781], [1.674388, 2.692366, 1.815531], [-0.214767, 2.655664, 2.217085], [0.397689, 3.610971, 1.053319]], "atomic_forces_ev_per_a": [[1.04, 1.84, 0.93], [-2.44, -2.48, -1.43], [-2.30, 0.59, 0.13], [-0.95, 0.08, -2.41], [2.14, 0.85, 0.23], [0.80, -0.58, -0.88], [1.12, 1.41, 0.48], [-1.50, -0.13, 1.19], [1.89, -0.08, 1.01], [0.89, -1.11, -1.74], [-0.84, 0.53, 0.14], [0.07, -0.38, 0.92], [-0.23, -0.30, 2.23], [0.31, -0.23, -0.78]], "mulliken_charge": [0.09, 0.51, -0.86, -0.65, -0.39, -0.55, -0.20, 0.30, 0.24, 0.36, 0.27, 0.23, 0.35, 0.30], "e_tot_ha": -779.7107, "relative_energy_kj_mol": 576.6, "e_homo_ev": [-8.8527, -8.2064]}

---

{"formula": "C5H13NO2", "method": "the ωB97M-V functional and the def2-TZVPD basis", "species": ["C", "C", "C", "C", "C", "N", "H", "H", "H", "H", "H", "H", "H", "H", "H", "O", "H", "H", "O", "H", "H"], "coordinates": [[1.693240, 2.498085, -2.709548], [1.516648, 1.515925, -1.832205], [1.012817, 1.782128, -0.468934], [0.205576, 0.991235, 0.228245], [-0.248318, 1.030895, 1.661614], [-0.661139, -0.256106, 2.204014], [2.099885, 2.267507, -3.684842], [1.479508, 3.514597, -2.415145], [1.700231, 0.452538, -1.961917], [1.411177, 2.723380, -0.086698], [-0.095055, 0.091026, -0.313756], [0.625404, 1.394050, 2.219324], [-1.019602, 1.750158, 1.933428], [-1.550948, -0.491080, 1.771131], [-0.027148, -1.024671, 2.004772], [-0.930668, -1.444273, -3.666674], [-1.294661, -1.080590, -2.832090], [-1.321544, -0.898786, -4.358725], [-1.489514, -4.358591, 3.985742], [-1.508395, -4.252054, 4.954696], [-1.306289, -3.445687, 3.699129]], "atomic_forces_ev_per_a": [[0.42, -0.91, 0.04], [-0.71, -0.16, 0.87], [0.35, 0.93, 0.23], [-0.16, -0.60, -0.80], [1.21, 0.31, 0.54], [-0.60, -0.15, -0.08], [-0.10, 0.29, -0.11], [0.02, 0.15, -0.18], [0.11, 0.15, -0.82], [-0.31, -0.08, 0.41], [-0.12, -0.06, 0.15], [-0.13, -0.16, 0.18], [-0.24, 0.05, -0.52], [0.11, -0.19, 0.19], [0.12, 0.35, -0.13], [-0.36, 0.37, 0.72], [0.33, -0.31, -0.79], [0.05, -0.04, 0.08], [0.14, 0.86, 0.59], [-0.03, -0.29, -0.53], [-0.11, -0.52, -0.05]], "mulliken_charge": [-0.79, -0.16, -0.39, -0.10, -0.59, -0.57, 0.27, 0.27, 0.34, 0.33, 0.27, 0.33, 0.30, 0.24, 0.26, -0.65, 0.32, 0.32, -0.65, 0.32, 0.32], "e_tot_ha": -403.4762, "relative_energy_kj_mol": 263.5, "smiles": "C=C/C=C/CN.O.O", "e_homo_ev": -8.9468}

---

{"formula": "C5H8FNO", "method": "the ωB97M-V functional and the def2-TZVPD basis", "species": ["C", "C", "C", "C", "C", "H", "H", "H", "H", "H", "H", "H", "H", "N", "O", "F"], "coordinates": [[2.795107, -0.285511, 0.390035], [0.442927, -0.776079, 0.930860], [-0.912474, -0.419295, 0.524239], [-1.299674, 0.381014, -0.552170], [-2.630173, 0.896627, -0.884432], [3.936072, -1.007720, 0.084907], [2.499713, -0.605733, 1.589835], [3.241538, 0.954644, 0.529929], [1.005866, -0.581724, -1.197805], [-1.802026, -0.594392, 1.120444], [-3.398010, 0.692098, -0.217135], [-2.773106, 0.312353, -1.904328], [-2.792670, 1.937773, -0.930227], [1.350934, -0.607230, -0.178428], [0.668590, -1.359810, 1.973611], [-0.332614, 1.062984, -1.279334]], "atomic_forces_ev_per_a": [[1.48, -0.39, 2.96], [-0.17, -1.56, -2.89], [-2.42, 2.50, -2.60], [2.75, 0.63, 3.38], [0.37, -2.41, -3.14], [-4.19, 2.10, 0.50], [1.63, 0.88, -3.52], [-1.91, -3.68, -1.14], [1.07, 0.44, 2.72], [0.45, -0.73, 0.30], [-1.20, -1.60, 1.36], [-0.62, 1.71, 1.65], [0.93, 1.42, -0.89], [2.59, 0.47, 1.42], [0.36, 1.13, -0.13], [-1.12, -0.88, 0.01]], "mulliken_charge": [-0.71, 0.66, -0.52, 0.47, -1.05, 0.25, 0.26, 0.23, 0.28, 0.29, 0.37, 0.22, 0.34, -0.20, -0.58, -0.29], "e_tot_ha": -425.0244, "relative_energy_kj_mol": 474.5, "e_homo_ev": -9.3106}